# C38H52CuN3OP2

A structure of composition C38H52CuN3OP2 at a distorted geometry (ωB97M-V/def2-TZVPD, OMol25).

Element x y z (Å)
C (-1.557, -1.502, -2.395)
C (0.691, -2.062, -1.998)
C (-1.617, -2.326, -3.518)
C (0.624, -3.024, -3.052)
C (-0.524, -3.144, -3.812)
H (-2.520, -2.316, -4.119)
H (1.522, -3.604, -3.257)
H (-0.576, -3.859, -4.632)
N (-0.498, -1.502, -1.578)
P (-2.774, -0.211, -0.294)
P (2.621, -0.488, -0.405)
C (-2.674, -0.494, -2.106)
H (-2.442, 0.469, -2.594)
H (-3.617, -0.829, -2.552)
C (1.970, -1.679, -1.514)
H (2.745, -2.398, -1.831)
C (4.059, 0.324, -1.411)
C (3.258, -1.218, 1.281)
C (-3.441, 1.533, -0.067)
C (-3.927, -1.605, 0.238)
C (3.983, 1.816, -1.050)
H (4.115, 1.981, 0.027)
H (4.773, 2.354, -1.594)
H (3.010, 2.233, -1.337)
C (5.449, -0.254, -1.115)
H (5.771, -0.148, -0.074)
H (5.523, -1.309, -1.411)
H (6.173, 0.305, -1.728)
C (3.801, 0.135, -2.910)
H (4.560, 0.694, -3.479)
H (3.876, -0.920, -3.198)
H (2.811, 0.501, -3.201)
C (4.080, -0.149, 2.019)
H (3.444, 0.708, 2.289)
H (4.467, -0.595, 2.947)
H (4.939, 0.220, 1.449)
C (2.055, -1.554, 2.173)
H (1.522, -0.645, 2.479)
H (1.359, -2.249, 1.687)
H (2.429, -2.039, 3.089)
C (4.049, -2.498, 1.000)
H (4.984, -2.316, 0.456)
H (4.315, -2.952, 1.966)
H (3.443, -3.227, 0.445)
C (-4.543, -1.297, 1.614)
H (-5.150, -2.167, 1.912)
H (-3.781, -1.145, 2.388)
H (-5.214, -0.428, 1.589)
C (-3.073, -2.889, 0.334)
H (-2.678, -3.189, -0.645)
H (-2.232, -2.771, 1.029)
H (-3.712, -3.704, 0.703)
C (-5.049, -1.846, -0.782)
H (-5.765, -2.556, -0.342)
H (-5.599, -0.932, -1.034)
H (-4.673, -2.307, -1.704)
C (-2.639, 2.503, -0.957)
H (-2.900, 2.394, -2.018)
H (-2.891, 3.534, -0.663)
H (-1.554, 2.366, -0.845)
C (-3.260, 1.955, 1.409)
H (-2.198, 2.055, 1.680)
H (-3.739, 2.939, 1.533)
H (-3.741, 1.257, 2.108)
C (-4.919, 1.599, -0.466)
H (-5.069, 1.336, -1.522)
H (-5.565, 0.972, 0.160)
H (-5.250, 2.641, -0.335)
Cu (-0.581, -0.464, 0.182)
C (-1.020, -0.699, 1.917)
O (-1.328, -0.804, 3.028)
N (0.585, 0.909, -0.771)
C (0.800, 1.162, -1.920)
C (0.686, 1.999, -3.076)
C (0.482, 3.370, -2.855)
C (0.802, 1.511, -4.396)
C (0.493, 4.264, -3.925)
H (0.340, 3.710, -1.827)
C (0.843, 2.417, -5.461)
H (0.871, 0.432, -4.550)
C (0.702, 3.792, -5.226)
H (0.356, 5.327, -3.728)
H (1.003, 2.040, -6.473)
H (0.755, 4.497, -6.061)
N (0.457, 1.948, 2.721)
C (0.416, 1.518, 3.812)
C (0.329, 0.967, 5.127)
C (-0.923, 0.842, 5.739)
C (-1.036, 0.165, 6.953)
C (0.109, -0.356, 7.569)
C (1.373, -0.153, 7.001)
C (1.489, 0.525, 5.782)
H (-1.798, 1.273, 5.247)
H (-2.021, 0.045, 7.407)
H (0.016, -0.908, 8.506)
H (2.274, -0.522, 7.497)
H (2.465, 0.718, 5.327)

As for the orbital gap (alpha / beta): 6.4 / 5.1 eV. As for the spin multiplicity: 2. The energy above the lowest of the compared OMol25 structures with the same formula, charge and spin comes out at 0.00 kcal/mol. The value obtained for the lowest unoccupied orbital energy (alpha / beta) is -2.76 / -4.07 eV. The charge is +1. Its HOMO energy (alpha / beta) is -0.3382 / -0.3376 hartree. The calculation puts the largest force on an atom at 4.55 eV/Å.

# C38H52FN3O10SSi2

A structure of composition C38H52FN3O10SSi2 at a distorted geometry (ωB97M-V/def2-TZVPD, OMol25).

Element x y z (Å)
C (0.144, 1.521, -3.696)
O (-0.391, 2.138, -2.534)
C (0.019, 1.517, -1.336)
C (1.509, 1.733, -1.025)
C (1.795, 2.079, 0.434)
C (1.119, 1.168, 1.488)
C (1.915, 1.137, 2.806)
C (2.839, -0.070, 3.027)
C (4.131, -0.105, 2.172)
C (4.272, -1.449, 1.442)
C (3.160, -1.642, 0.396)
C (3.596, -2.508, -0.800)
C (3.439, -4.012, -0.434)
Si (2.007, -4.856, -1.252)
C (0.307, -4.284, -0.662)
C (0.174, -3.884, 0.795)
C (-0.858, -2.957, 1.137)
C (-1.085, -2.536, 2.466)
C (-0.281, -3.046, 3.525)
C (-0.541, -2.589, 4.934)
C (0.751, -3.954, 3.188)
C (0.976, -4.380, 1.848)
O (2.073, -4.466, -2.914)
Si (0.901, -5.084, -3.867)
S (-0.756, -3.617, -4.049)
O (-0.471, -2.355, -3.432)
O (-1.080, -3.562, -5.447)
F (-2.028, -4.236, -3.330)
H (0.500, 0.512, -3.484)
H (1.006, 2.090, -4.058)
H (-0.636, 1.499, -4.453)
H (-0.208, 0.444, -1.339)
H (-0.574, 1.971, -0.540)
H (1.832, 2.586, -1.627)
H (2.077, 0.866, -1.371)
H (2.860, 2.165, 0.610)
H (1.389, 3.082, 0.592)
H (0.155, 1.629, 1.714)
H (0.886, 0.175, 1.098)
H (2.531, 2.038, 2.854)
H (1.196, 1.129, 3.627)
H (3.149, -0.013, 4.075)
H (2.271, -1.000, 2.949)
H (5.005, 0.027, 2.810)
H (4.089, 0.696, 1.434)
H (5.239, -1.501, 0.936)
H (4.246, -2.249, 2.187)
H (2.280, -2.095, 0.852)
H (2.928, -0.647, 0.015)
H (4.660, -2.331, -0.967)
H (3.085, -2.211, -1.716)
H (4.340, -4.545, -0.756)
H (3.426, -4.087, 0.651)
H (2.078, -6.335, -1.197)
H (0.027, -3.423, -1.272)
H (-0.410, -5.088, -0.866)
H (-1.488, -2.561, 0.347)
H (-1.893, -1.842, 2.660)
H (-1.154, -1.688, 4.928)
H (0.367, -2.355, 5.489)
H (-1.095, -3.331, 5.512)
H (1.373, -4.341, 3.987)
H (1.766, -5.092, 1.647)
H (1.405, -5.280, -5.227)
H (0.284, -6.317, -3.351)
C (9.034, 3.074, 2.534)
C (9.003, 2.893, 1.158)
C (7.799, 2.957, 0.475)
C (6.642, 3.206, 1.190)
C (6.650, 3.383, 2.561)
C (7.859, 3.315, 3.235)
N (5.364, 3.295, 0.468)
O (5.375, 3.112, -0.731)
O (4.366, 3.543, 1.117)
H (9.977, 3.028, 3.063)
H (9.919, 2.704, 0.614)
H (7.766, 2.817, -0.595)
H (5.733, 3.572, 3.098)
H (7.884, 3.453, 4.307)
C (-3.351, -0.277, -2.162)
C (-3.850, 0.943, -1.728)
C (-4.945, 0.981, -0.880)
C (-5.521, -0.210, -0.478)
C (-5.041, -1.437, -0.904)
C (-3.949, -1.465, -1.754)
N (-6.671, -0.174, 0.437)
O (-7.092, 0.917, 0.776)
O (-7.140, -1.232, 0.801)
H (-2.490, -0.304, -2.817)
H (-3.381, 1.864, -2.048)
H (-5.338, 1.927, -0.539)
H (-5.508, -2.355, -0.579)
H (-3.555, -2.413, -2.095)
C (-9.956, 4.964, -0.288)
C (-9.518, 3.647, -0.239)
C (-8.624, 3.177, -1.188)
C (-8.179, 4.042, -2.170)
C (-8.606, 5.356, -2.239)
C (-9.503, 5.816, -1.288)
N (-7.209, 3.552, -3.163)
O (-6.873, 2.388, -3.087)
O (-6.800, 4.339, -3.992)
H (-10.650, 5.329, 0.457)
H (-9.869, 2.984, 0.539)
H (-8.279, 2.155, -1.152)
H (-8.246, 6.012, -3.017)
H (-9.846, 6.840, -1.326)

As for the orbital gap: 8.3 eV. The value obtained for the lowest unoccupied orbital energy is -0.62 eV. Its HOMO energy is -0.3273 hartree. The calculation puts the largest force on an atom at 2.18 eV/Å.

# C38H52GeN6O4Sn

A structure of composition C38H52GeN6O4Sn at a distorted geometry (ωB97M-V/def2-TZVPD, OMol25).

Element x y z (Å)
Sn (-0.303, -0.208, -1.000)
C (4.904, 0.881, -3.978)
C (3.662, 0.919, -3.134)
N (3.126, -0.173, -2.783)
N (3.057, -1.340, -2.558)
C (1.937, -2.198, -2.750)
O (0.812, -1.766, -2.464)
C (2.242, -3.517, -3.195)
C (1.198, -4.442, -3.394)
C (1.482, -5.678, -3.926)
C (2.796, -6.013, -4.258)
C (3.841, -5.116, -4.036)
C (3.571, -3.878, -3.502)
C (3.040, 2.200, -2.748)
C (3.597, 3.403, -3.163)
C (2.959, 4.591, -2.833)
C (1.799, 4.533, -2.082)
C (1.319, 3.281, -1.710)
N (1.908, 2.137, -2.029)
H (5.253, -0.139, -4.117)
H (4.729, 1.328, -4.958)
H (5.686, 1.454, -3.476)
H (0.186, -4.159, -3.141)
H (0.689, -6.392, -4.102)
H (3.010, -6.985, -4.684)
H (4.855, -5.406, -4.272)
H (4.371, -3.174, -3.298)
H (4.506, 3.429, -3.746)
H (3.363, 5.538, -3.161)
H (1.270, 5.433, -1.800)
H (0.398, 3.193, -1.138)
O (-7.484, -1.487, -0.404)
C (-6.627, -2.215, 0.431)
C (-5.210, -1.847, 0.114)
C (-4.138, -2.234, 0.916)
C (-2.872, -1.816, 0.569)
N (-2.606, -1.078, -0.517)
C (-3.626, -0.734, -1.324)
C (-4.930, -1.091, -1.021)
C (-3.292, 0.061, -2.526)
C (-4.203, 0.277, -3.546)
C (-3.844, 1.042, -4.653)
C (-4.810, 1.234, -5.780)
O (-5.850, 0.306, -5.653)
C (-2.561, 1.584, -4.682)
C (-1.705, 1.312, -3.638)
N (-2.046, 0.563, -2.581)
H (-8.404, -1.682, -0.202)
H (-6.743, -3.298, 0.285)
H (-6.831, -2.021, 1.492)
H (-4.287, -2.841, 1.799)
H (-2.015, -2.077, 1.181)
H (-5.763, -0.782, -1.634)
H (-5.192, -0.155, -3.531)
H (-4.280, 1.137, -6.735)
H (-5.188, 2.267, -5.742)
H (-6.438, 0.337, -6.413)
H (-2.229, 2.188, -5.516)
H (-0.690, 1.695, -3.638)
C (-0.850, 0.547, 7.762)
C (-1.291, 0.468, 6.305)
C (-0.154, 0.012, 5.392)
C (-0.534, 0.074, 3.912)
Ge (-0.783, 1.910, 3.201)
C (0.679, 3.092, 2.608)
C (1.268, 3.920, 3.746)
C (0.178, 4.733, 4.432)
C (-0.781, 3.842, 5.200)
H (-1.646, 0.938, 8.392)
H (0.031, 1.179, 7.875)
H (-0.601, -0.447, 8.135)
H (-1.648, 1.453, 5.968)
H (-2.133, -0.222, 6.218)
H (0.106, -1.021, 5.635)
H (0.735, 0.620, 5.584)
H (-1.462, -0.472, 3.731)
H (0.261, -0.335, 3.279)
H (-2.134, 2.204, 2.516)
H (0.270, 3.745, 1.834)
H (1.444, 2.457, 2.152)
H (2.026, 4.587, 3.332)
H (1.769, 3.279, 4.477)
H (-0.368, 5.328, 3.696)
H (0.645, 5.428, 5.131)
H (-1.264, 3.070, 4.520)
H (-1.621, 4.402, 5.610)
H (-0.287, 3.300, 6.007)
C (4.215, -2.546, 2.185)
N (3.357, -1.506, 1.610)
C (3.971, -0.193, 1.457)
C (2.124, -1.747, 1.197)
C (1.592, -3.147, 1.301)
O (1.389, -0.823, 0.733)
H (5.074, -2.076, 2.654)
H (4.581, -3.223, 1.411)
H (3.690, -3.128, 2.939)
H (4.078, 0.298, 2.425)
H (3.357, 0.425, 0.806)
H (4.965, -0.313, 1.027)
H (1.386, -3.412, 2.340)
H (2.304, -3.876, 0.916)
H (0.666, -3.208, 0.735)

As for the orbital gap: 5.7 eV. The value obtained for the lowest unoccupied orbital energy is -12.24 eV. The charge is +4. Its HOMO energy is -0.6610 hartree. The calculation puts the largest force on an atom at 2.26 eV/Å.